Molecular formula: C4H13AuBrN3
Method: DFT, ωB97M-V/def2-TZVPD

Computed properties:
**Multiplicity**: 1
**Charge**: +2

Last column: natural (NBO) charge in e.
Cartesian coordinates (Å):
Au 0.463 -1.390 0.306  1.211
N -1.499 -1.670 -0.415  -0.780
C -1.954 -0.246 -0.612  -0.256
C -0.946 0.461 -1.487  -0.255
N 0.456 0.292 -0.948  -0.634
C 1.215 1.382 -0.232  -0.252
C 1.088 1.252 1.265  -0.257
N 1.501 -0.145 1.661  -0.787
H -1.572 -2.246 -1.255  0.439
H -2.059 -2.132 0.302  0.449
H -2.028 0.198 0.381  0.226
H -2.947 -0.230 -1.062  0.273
H -1.172 1.512 -1.663  0.266
H -0.938 -0.035 -2.459  0.238
H 1.023 0.086 -1.769  0.435
H 0.933 2.362 -0.617  0.265
H 2.261 1.216 -0.497  0.238
H 0.066 1.395 1.615  0.228
H 1.721 1.981 1.771  0.272
H 1.182 -0.350 2.608  0.446
H 2.514 -0.277 1.672  0.441
Br 0.692 -3.416 1.436  -0.205


Molecular formula: C4H13ClSi2
Method: DFT, ωB97M-V/def2-TZVPD

Computed properties:
**Multiplicity**: 1
**Charge**: 0

Last column: natural (NBO) charge in e.
Cartesian coordinates (Å):
C -0.135 -1.377 1.954  -0.636
C -1.172 -0.466 -2.425  -0.663
C -0.157 0.178 2.240  -0.824
C -1.549 0.361 -1.150  -0.545
Si 2.326 0.638 -0.702  0.333
Si 0.450 0.982 0.565  0.961
Cl -0.011 2.974 0.791  -0.394
H -0.700 -1.521 0.996  0.221
H 0.959 -1.645 1.950  0.207
H -0.544 -1.931 2.881  0.221
H -0.747 0.292 -3.154  0.208
H -0.387 -1.202 -1.965  0.208
H -2.074 -0.964 -2.908  0.213
H 0.394 0.424 3.263  0.242
H -1.142 0.460 2.319  0.223
H -2.141 -0.192 -0.469  0.172
H -2.026 1.276 -1.428  0.186
H 3.708 0.678 0.193  -0.115
H 2.027 -0.622 -1.455  -0.113
H 2.921 1.656 -1.495  -0.107


Molecular formula: C4H13N
Method: DFT, ωB97M-V/def2-TZVPD

Computed properties:
**Multiplicity**: 1
**Charge**: 0

Last column: natural (NBO) charge in e.
Cartesian coordinates (Å):
C -0.426 1.550 -0.201  -0.611
C -1.611 1.421 0.745  -0.387
C -1.745 -0.009 1.326  -0.601
H 0.519 1.433 0.327  0.203
H -0.485 2.440 -0.823  0.205
H -0.456 0.690 -0.882  0.203
H -2.527 1.639 0.196  0.189
H -1.519 2.110 1.588  0.189
H -2.621 -0.072 1.967  0.202
H -1.768 -0.670 0.464  0.205
H -0.891 -0.252 1.960  0.200
C 2.378 -1.089 -1.059  -0.416
N 1.133 -1.782 -0.641  -0.835
H 2.122 -0.049 -1.271  0.190
H 2.828 -1.544 -1.939  0.175
H 3.032 -1.059 -0.195  0.194
H 1.350 -2.614 -0.090  0.350
H 0.688 -2.144 -1.471  0.346


The evaluated LUMO level for the records listed, in turn: -10.379; 0.375; 1.121 eV.
The evaluated highest occupied orbital energy for the records listed, in turn: -0.651; -0.300; -0.346 hartree.
The evaluated total energy for the records listed, in turn: -82546.8847; -32633.9854; -5848.5574 eV.